1.
Entry from the OMol25 dataset: a cluster of 12 separate species, C12H48O12 in total (ωB97M-V/def2-TZVPD).

XYZ file:
```
72
Properties=species:S:1:pos:R:3:lowdin_charge:R:1
C 11.57 33.30 1.79 -0.09
O 10.40 34.02 2.22 -0.13
H 11.99 32.72 2.61 0.09
H 11.24 32.70 0.95 0.06
H 12.29 33.99 1.36 0.09
H 10.69 34.84 2.63 0.11
C 12.71 30.39 0.35 -0.17
O 13.56 31.50 0.42 -0.11
H 12.05 30.43 -0.53 0.07
H 13.16 29.40 0.30 0.09
H 12.01 30.49 1.17 0.04
H 14.20 31.57 -0.29 0.08
C 9.76 31.12 5.77 -0.16
O 10.78 30.22 6.18 -0.13
H 9.49 31.91 6.47 0.08
H 10.05 31.58 4.81 0.05
H 8.90 30.52 5.48 0.09
H 10.73 29.46 5.58 0.01
C 6.74 29.22 -1.40 -0.12
O 7.81 30.07 -1.07 -0.16
H 6.71 29.11 -2.49 0.08
H 6.82 28.21 -1.00 0.09
H 5.74 29.62 -1.17 0.09
H 7.91 30.10 -0.08 0.04
C 10.34 26.09 0.57 -0.18
O 9.63 26.30 -0.62 -0.13
H 9.82 26.55 1.41 0.05
H 10.54 25.02 0.72 0.08
H 11.37 26.47 0.51 0.08
H 10.00 27.08 -1.08 0.03
C 8.43 33.84 -0.92 -0.14
O 7.32 33.00 -0.65 -0.12
H 9.37 33.59 -0.40 0.06
H 8.72 33.81 -1.97 0.08
H 8.11 34.83 -0.60 0.08
H 7.62 32.08 -0.77 0.05
C 8.12 33.61 4.00 -0.13
O 8.35 32.84 2.82 -0.17
H 7.39 33.09 4.62 0.09
H 9.05 33.67 4.57 0.06
H 7.80 34.62 3.77 0.08
H 9.13 33.21 2.38 0.00
C 10.40 28.92 -3.04 -0.12
O 10.23 28.89 -1.62 -0.18
H 11.22 28.23 -3.28 0.08
H 9.50 28.55 -3.53 0.08
H 10.68 29.92 -3.35 0.08
H 9.33 29.23 -1.40 0.04
C 6.71 27.45 2.59 -0.16
O 5.53 26.83 2.09 -0.11
H 6.59 28.50 2.88 0.07
H 6.90 26.92 3.52 0.08
H 7.55 27.44 1.90 0.06
H 5.16 27.43 1.43 0.07
C 5.11 34.67 1.34 -0.18
O 5.44 33.37 1.76 -0.13
H 5.99 35.29 1.17 0.07
H 4.50 34.69 0.43 0.07
H 4.47 35.15 2.09 0.07
H 6.35 33.18 1.53 0.03
C 11.99 28.14 4.15 -0.15
O 10.66 27.86 4.56 -0.13
H 12.13 29.19 3.88 0.08
H 12.68 27.88 4.97 0.09
H 12.38 27.59 3.28 0.08
H 10.55 26.91 4.49 0.09
C 9.46 30.13 1.69 -0.10
O 8.05 30.36 1.57 -0.15
H 9.98 30.80 1.01 0.06
H 9.71 30.14 2.75 0.08
H 9.62 29.09 1.39 0.08
H 7.82 31.16 2.08 0.07
```

The energy relative to the best compared isomer or geometry (same formula, charge and spin) comes out at 117.5 kcal/mol. Its total energy is -1388.66195 a.u. The HOMO energy is -0.3524 Ha. The SMILES is CO.CO.CO.CO.CO.CO.CO.CO.CO.CO.CO.CO. The orbital gap is 9.838 eV. Its spin multiplicity is 1. The net charge is 0.

=====

2.
Entry from the OMol25 dataset: a structure of composition C16H42F3O8PtS6 (ωB97M-V/def2-TZVPD).

XYZ file:
```
76
Properties=species:S:1:pos:R:3:mulliken_spin:R:1
Pt -0.23 0.19 -0.08 1.57
C 0.74 -2.02 -2.15 0.01
O 1.46 -1.50 -3.24 0.00
O -0.26 -1.15 -1.83 0.13
C 0.38 -3.52 -2.23 0.01
F 1.51 -4.27 -2.22 0.00
F -0.27 -3.97 -1.11 0.00
F -0.38 -3.80 -3.31 0.00
C 2.79 -1.89 -3.48 0.00
C 3.36 -1.15 -4.65 0.00
H 3.46 -0.07 -4.50 0.00
H 4.33 -1.61 -4.84 0.00
H 2.76 -1.27 -5.55 0.00
H 2.95 -2.96 -3.68 0.00
H 3.39 -1.77 -2.56 0.00
H 1.45 -1.98 -1.30 0.00
C -0.43 4.59 -0.37 0.00
S 0.85 3.36 -0.87 0.01
O 0.23 2.05 -1.18 0.01
C 1.31 4.17 -2.48 0.01
H -1.30 4.38 -1.00 0.00
H -0.09 5.60 -0.63 0.00
H -0.68 4.50 0.69 0.00
H 0.41 4.66 -2.82 0.00
H 1.42 3.31 -3.15 0.00
H 2.21 4.76 -2.37 0.00
C -1.96 1.31 3.90 0.00
S -1.22 2.21 2.51 0.02
O -0.26 1.34 1.76 0.06
C -0.16 3.28 3.50 0.01
H -2.70 0.59 3.55 0.00
H -2.33 2.03 4.63 0.00
H -1.13 0.82 4.40 0.00
H 0.55 3.80 2.86 0.00
H 0.35 2.68 4.26 0.00
H -0.75 4.07 3.97 0.00
C 3.93 1.23 -1.53 0.00
S 3.57 0.82 0.25 0.00
O 2.06 0.76 0.29 0.01
C 4.22 -0.90 0.24 0.00
H 3.86 2.30 -1.71 0.00
H 3.09 0.75 -2.04 0.00
H 4.88 0.82 -1.85 0.00
H 4.93 -1.01 -0.59 0.00
H 3.46 -1.67 0.13 0.00
H 4.87 -1.06 1.11 0.00
C 0.19 -2.52 3.59 0.00
S 1.45 -1.82 2.47 0.02
O 0.67 -1.19 1.33 0.01
C 1.96 -0.46 3.54 0.00
H -0.66 -1.84 3.61 0.00
H 0.71 -2.67 4.53 0.00
H -0.12 -3.53 3.30 0.00
H 2.25 -0.80 4.53 0.00
H 1.16 0.27 3.62 0.00
H 2.79 0.10 3.10 0.00
C -3.09 -2.97 -0.72 0.00
S -2.07 -2.60 0.72 0.00
O -1.95 -1.07 0.75 0.08
C -3.29 -2.97 2.04 0.01
H -3.19 -4.06 -0.76 0.00
H -2.45 -2.65 -1.55 0.00
H -4.07 -2.51 -0.70 0.00
H -2.92 -2.80 3.04 0.00
H -3.31 -4.06 1.92 0.00
H -4.32 -2.66 1.87 0.00
C -4.64 0.74 0.33 0.00
S -3.45 1.80 -0.55 0.04
O -2.05 1.29 -0.23 -0.02
C -3.87 1.24 -2.22 0.00
H -4.52 0.81 1.41 0.00
H -4.42 -0.23 -0.09 0.00
H -5.66 0.99 0.06 0.00
H -4.95 1.19 -2.35 0.00
H -3.36 0.28 -2.36 0.00
H -3.45 1.91 -2.97 0.00
```

The energy relative to the best compared isomer or geometry (same formula, charge and spin) comes out at 21.7 kcal/mol. Its total energy is -4044.25587 a.u. The HOMO energy (spin up / spin down) is -0.3322 / -0.3569 Ha. The expectation value of S² is 2.00. The orbital gap (spin up / spin down) is 7.137 / 7.794 eV. Its spin multiplicity is 3. The net charge is +1.

=====

3.
Entry from the OMol25 dataset: a cluster of 6 separate species, C33H49BBr2ClFN7O4S in total (ωB97M-V/def2-TZVPD).

XYZ file:
```
99
Properties=species:S:1:pos:R:3:lowdin_charge:R:1
C 4.95 -4.98 1.77 -0.06
C 4.07 -4.99 0.49 -0.13
B 2.72 -4.25 0.77 -0.45
O 1.65 -4.99 1.22 0.13
C 2.60 -2.65 0.62 -0.21
C 3.89 -1.96 0.20 -0.06
C 3.42 -0.50 0.05 -0.40
F 3.86 -0.16 -1.25 -0.05
C 3.91 0.57 0.98 -0.11
C 5.32 1.08 0.64 -0.09
C 6.38 0.01 0.77 -0.52
N 6.84 -0.61 -0.38 0.17
O 6.81 -0.29 1.88 0.07
C 1.82 -0.57 -0.08 -0.51
Cl 1.29 0.47 -1.40 0.85
N 1.42 -2.04 -0.10 -0.18
C 0.16 -2.42 0.68 -0.60
Br 0.29 -1.85 2.56 0.93
C -1.23 -1.92 0.23 -0.75
C -1.45 -0.45 -0.08 -0.15
Br -2.13 -3.15 -1.01 0.80
S 1.42 -2.85 -1.73 0.70
C 0.49 -1.99 -2.98 -0.14
O 2.77 -2.91 -2.18 -0.20
O 0.85 -4.14 -1.51 -0.26
H 4.66 -5.83 2.38 0.08
H 6.00 -5.10 1.55 0.08
H 4.76 -4.11 2.39 0.07
H 4.59 -4.62 -0.39 0.10
H 3.83 -6.03 0.28 0.11
H 1.36 -5.56 0.51 0.12
H 2.60 -2.34 1.67 0.11
H 4.51 -1.98 1.10 0.14
H 4.39 -2.34 -0.67 0.11
H 3.23 1.42 0.91 0.13
H 3.95 0.20 2.01 0.13
H 5.56 1.83 1.39 0.12
H 5.34 1.59 -0.31 0.13
H 6.99 -1.59 -0.25 0.11
H 6.24 -0.45 -1.19 0.09
H 1.43 -0.06 0.79 0.08
H 0.10 -3.49 0.75 0.07
H -1.85 -2.09 1.10 0.05
H -0.75 0.18 0.46 0.06
H -1.41 -0.18 -1.12 0.04
H -2.43 -0.15 0.27 0.07
H 1.17 -1.31 -3.48 0.07
H -0.37 -1.44 -2.62 0.01
H 0.19 -2.76 -3.67 0.10
N 2.66 1.29 4.48 0.00
C 2.39 1.31 5.82 -0.15
C 3.09 2.35 6.37 -0.10
C 3.81 2.98 5.32 -0.08
C 3.53 2.30 4.17 -0.14
H 2.28 0.62 3.83 0.10
H 1.72 0.59 6.27 0.10
H 3.09 2.63 7.41 0.10
H 4.47 3.83 5.40 0.10
H 3.86 2.46 3.16 0.09
N -4.87 1.82 0.64 -0.01
C -5.03 1.22 -0.58 -0.16
C -5.51 2.16 -1.45 -0.10
C -5.63 3.38 -0.72 -0.10
C -5.23 3.13 0.56 -0.14
H -4.54 1.36 1.47 0.13
H -4.80 0.17 -0.72 0.09
H -5.74 2.00 -2.49 0.09
H -5.98 4.32 -1.10 0.10
H -5.17 3.78 1.42 0.11
N 0.20 2.05 8.34 0.00
C 0.28 2.82 9.46 -0.14
C -0.42 2.20 10.46 -0.11
C -0.95 1.00 9.91 -0.11
C -0.55 0.94 8.60 -0.15
H 0.62 2.28 7.45 0.10
H 0.83 3.75 9.46 0.11
H -0.55 2.56 11.46 0.09
H -1.55 0.26 10.41 0.09
H -0.73 0.20 7.84 0.10
N -3.26 -0.14 -4.36 -0.01
C -2.75 1.13 -4.27 -0.16
C -3.21 1.85 -5.33 -0.10
C -4.05 0.99 -6.09 -0.10
C -4.06 -0.23 -5.47 -0.13
H -3.08 -0.88 -3.71 0.12
H -2.10 1.41 -3.45 0.10
H -2.99 2.88 -5.54 0.10
H -4.58 1.24 -6.99 0.08
H -4.56 -1.15 -5.71 0.11
N -5.86 1.76 -9.66 -0.01
C -7.00 1.54 -8.94 -0.16
C -7.81 2.64 -9.08 -0.11
C -7.12 3.56 -9.91 -0.11
C -5.92 2.99 -10.26 -0.14
H -5.09 1.12 -9.74 0.14
H -7.15 0.62 -8.40 0.10
H -8.78 2.77 -8.63 0.09
H -7.47 4.53 -10.23 0.09
H -5.12 3.35 -10.87 0.10
```

Its total energy is -8101.91650 a.u. The HOMO energy is -0.3483 Ha. The orbital gap is 5.728 eV. Its spin multiplicity is 1. The net charge is +1.

=====

4.
Entry from the OMol25 dataset: the ion C6H16NS with charge +1 (ωB97M-V/def2-TZVPD).

XYZ file:
```
24
Properties=species:S:1:pos:R:3:lowdin_charge:R:1
C -2.76 1.02 0.06 -0.11
C 1.17 -0.34 -1.49 0.00
C 1.76 0.93 0.50 -0.05
C 1.47 -1.48 0.65 -0.05
C -1.33 0.93 -0.42 -0.31
C -0.58 -0.04 0.36 -0.50
N 0.98 -0.22 0.00 -0.35
S -1.39 -1.70 0.03 0.90
H -3.38 0.17 -0.11 0.05
H -3.30 1.82 -0.43 0.09
H -2.76 1.14 1.11 0.07
H 1.74 0.43 -1.93 0.09
H 1.67 -1.25 -1.94 0.14
H 0.19 -0.37 -1.97 0.08
H 1.56 1.05 1.64 0.14
H 2.95 0.67 0.42 0.16
H 1.72 1.97 -0.03 0.14
H 1.26 -1.33 1.68 0.09
H 0.87 -2.29 0.30 0.04
H 2.47 -1.80 0.47 0.11
H -0.91 1.93 -0.14 0.14
H -1.41 0.77 -1.48 0.11
H -0.76 0.08 1.49 0.16
H -1.22 -2.07 1.22 -0.15
```

The energy relative to the best compared isomer or geometry (same formula, charge and spin) comes out at 53.8 kcal/mol. Its total energy is -690.82587 a.u. The HOMO energy is -0.4951 Ha. The SMILES is CC[C@@H](S)[N+](C)(C)C. The orbital gap is 10.731 eV. Its spin multiplicity is 1. The net charge is +1.

=====

Question: Number 4 is which compound?
Answer: C6H16NS

=====

Question: What is the net charge in the first record?
Answer: 0